The following is a DFT calculation (ωB97M-V with the def2-TZVPD basis set) of 11 unconnected molecules or ions with the total composition C74H166F6N9O10S2 in a non-equilibrium geometry.

XYZ file:
```
267
Properties=species:S:1:pos:R:3:forces:R:3:mulliken_charge:R:1
C 3.72393 7.29248 -5.37849 1.07 -0.52 -1.61 -0.55
O 4.10955 6.89221 -4.08352 -0.34 1.29 0.56 -0.33
C 3.05622 6.99846 -3.15969 0.17 -1.17 -0.25 -0.68
C 2.19115 5.77407 -3.37062 -0.39 -1.36 0.95 0.28
N 2.93003 4.36095 -3.18140 0.21 0.67 0.24 0.41
H 2.63561 3.70879 -3.89421 -0.49 0.16 -0.73 -0.60
H 3.93244 4.40793 -3.29569 0.73 0.98 -0.71 0.60
C 2.84268 3.55414 -1.92504 -1.16 -0.05 0.00 -0.98
C 3.74873 2.28532 -2.02739 0.54 1.13 0.61 1.49
O 5.02643 2.76884 -2.37291 -1.37 0.41 0.16 -0.64
C 5.99229 1.81292 -2.71299 0.57 1.14 -0.49 -0.60
H 3.44274 8.32139 -5.60294 -0.32 0.29 1.08 0.36
H 2.98330 6.60587 -5.78852 -0.14 -0.02 -0.15 0.14
H 4.62867 7.19068 -5.97781 -0.06 -0.31 -0.09 0.28
H 2.33127 7.79987 -3.30208 0.31 0.59 -0.33 0.41
H 3.47319 7.13172 -2.16146 -0.02 -0.30 0.04 0.33
H 1.75441 5.76099 -4.36921 0.61 -0.33 -0.16 -0.33
H 1.31382 5.82340 -2.72566 0.17 -0.53 0.50 0.30
H 1.77246 3.35405 -1.87317 0.10 -0.52 0.54 0.25
H 3.09378 4.20086 -1.08433 0.23 -0.23 -0.01 0.41
H 3.41163 1.48051 -2.68064 -0.33 0.28 -0.68 -0.03
H 3.86968 1.81143 -1.05328 -0.55 0.05 0.53 -0.61
H 6.29349 1.17597 -1.88132 -0.20 -0.26 0.12 0.15
H 6.81015 2.49722 -2.93865 0.51 -0.74 -0.27 0.31
H 5.67925 1.28276 -3.61245 0.16 -0.34 0.02 0.29
C -2.90303 -4.25320 -3.25028 0.27 -0.06 -0.78 -0.75
O -2.91614 -3.13401 -4.18215 -0.02 -0.64 0.43 -0.25
C -2.40079 -3.52581 -5.47468 -0.19 2.01 0.72 -0.72
C -1.93746 -2.14623 -6.12672 0.04 -0.59 0.74 -0.86
N -3.11199 -1.15821 -6.20253 2.36 -1.00 -1.35 -0.07
H -3.72599 -1.65596 -6.83128 -1.14 0.21 0.21 0.43
H -3.44766 -1.12085 -5.25067 -0.83 0.13 0.21 0.49
C -2.85282 0.25573 -6.81581 -2.40 -0.80 -0.09 -0.20
C -3.62320 1.19677 -5.86382 -0.36 -0.81 1.03 1.65
O -5.06440 0.86918 -5.64793 2.79 -0.19 -1.28 -0.41
C -5.77429 1.87280 -4.96290 -0.16 1.36 -0.02 -0.65
H -3.36270 -5.14269 -3.68112 -0.24 0.10 -0.14 0.43
H -3.40687 -4.05345 -2.30458 -0.10 0.55 -0.31 0.25
H -1.86553 -4.52312 -3.05320 0.23 0.04 0.15 0.15
H -3.18593 -4.03225 -6.03608 0.04 0.02 -0.26 0.44
H -1.57259 -4.21370 -5.30445 0.29 0.14 -0.48 0.49
H -1.45681 -2.27774 -7.09614 -0.41 0.06 -0.15 0.45
H -1.22428 -1.63892 -5.47702 0.13 -0.27 0.13 0.33
H -3.31010 0.15821 -7.80043 -0.12 0.29 -0.03 0.47
H -1.80728 0.49244 -7.01307 0.05 -0.14 0.81 -0.20
H -3.33773 2.23782 -6.01487 -0.71 0.17 -0.49 -0.64
H -3.12313 0.94517 -4.92855 0.02 0.31 0.71 -0.59
H -5.75768 2.81451 -5.51154 -0.08 0.04 -0.41 0.28
H -5.35057 2.15555 -3.99926 0.17 -0.53 0.40 0.24
H -6.82445 1.60371 -4.84949 0.27 -0.39 -0.05 0.31
C 6.05506 1.13593 5.59341 0.34 -1.00 -0.14 -1.35
C 5.52894 -0.09662 4.76317 -0.50 1.35 -0.26 -0.18
C 4.94466 0.36105 3.42267 0.22 0.33 0.15 -0.19
N 4.97500 -0.65842 2.28874 0.39 0.83 -0.13 0.40
C 6.45139 -1.02086 1.96924 -0.84 0.48 0.27 -0.88
C 4.37481 0.04718 1.08631 -0.73 -1.83 -0.62 -0.64
C 3.81814 -1.17702 0.21973 -0.14 1.67 -0.07 0.50
C 3.87684 -2.42558 1.07714 -0.14 -0.24 0.48 0.41
C 4.08650 -1.89843 2.49083 1.59 0.20 1.00 -0.01
H 5.31667 1.74791 6.11143 -0.20 -0.05 -0.37 0.21
H 6.69299 1.75792 4.96549 -0.22 0.15 -0.11 0.42
H 6.73106 0.78315 6.37231 -0.14 -0.17 0.06 0.43
H 4.58728 -0.50203 5.13334 0.71 -0.79 1.28 0.11
H 6.34076 -0.81752 4.66649 -0.29 -0.12 0.08 0.48
H 5.35449 1.30483 3.06292 0.56 -0.27 -0.36 0.84
H 3.90947 0.63823 3.62182 -0.32 -0.27 -0.44 -0.60
H 6.88031 -1.70825 2.69836 -0.34 0.04 0.01 0.37
H 6.96427 -0.06146 2.03707 0.20 -0.20 -0.25 0.36
H 6.51400 -1.44933 0.96894 -0.07 0.12 0.11 0.38
H 5.03958 0.73691 0.56625 0.43 -0.39 0.29 0.71
H 3.53247 0.64215 1.43925 -0.02 -0.05 0.16 -0.27
H 4.28856 -1.28957 -0.75707 0.22 0.10 0.16 0.27
H 2.77976 -0.89751 0.04158 -0.10 -0.19 -0.26 -0.64
H 4.69116 -3.10480 0.82486 0.19 0.24 -0.07 0.42
H 2.98219 -3.03668 0.95770 -0.14 0.14 0.28 -0.24
H 4.65927 -2.55265 3.14812 0.22 -0.30 -0.32 0.69
H 3.26683 -1.64707 3.16392 -0.56 0.46 -0.79 -0.86
C 0.62093 -2.51259 4.57157 -0.67 -0.01 -0.86 0.48
C 0.19108 -1.29693 5.37176 1.18 0.14 -0.48 -0.03
C 1.29946 -0.28518 5.23722 0.02 1.75 0.95 -0.23
N 1.01475 0.96951 6.17423 0.94 -2.60 0.20 0.93
C -0.38042 1.56859 5.91288 1.01 -0.48 -0.88 -1.03
C 2.20821 1.96223 5.99553 -2.17 0.78 -1.14 0.57
C 2.16605 2.79479 7.23934 -0.88 -0.36 0.91 -0.85
C 1.90089 1.67403 8.25016 1.01 0.04 1.69 -0.66
C 1.12957 0.53688 7.65394 -0.56 1.00 -0.41 -0.53
H -0.23384 -3.11281 4.25980 0.00 -0.35 0.49 -0.74
H 1.37429 -3.11569 5.07836 -0.06 0.02 -0.08 0.80
H 0.98517 -2.16306 3.60552 0.52 -0.03 -0.15 -0.73
H 0.16117 -1.58367 6.42294 -0.81 0.23 0.01 0.31
H -0.68554 -0.80886 4.94582 -0.45 -0.54 0.42 0.13
H 1.52113 0.11031 4.24598 -0.87 0.22 -0.31 -0.10
H 2.26710 -0.71770 5.49157 0.00 0.11 0.88 0.09
H -1.17604 0.89969 6.24100 0.42 -0.12 0.42 0.37
H -0.45695 1.61085 4.82639 0.03 0.58 -0.06 0.03
H -0.50686 2.54993 6.37012 0.36 -0.13 -0.05 0.46
H 1.88608 2.44289 5.07179 0.70 0.32 -0.12 -0.31
H 3.15946 1.44025 5.89181 -0.32 -0.38 0.00 -0.25
H 1.32498 3.48121 7.33686 0.01 0.17 -0.73 0.29
H 3.05220 3.39278 7.45203 0.10 -0.34 -0.10 0.51
H 1.26520 1.94754 9.09230 0.97 0.65 0.39 0.38
H 2.85667 1.24401 8.54959 0.00 0.40 0.62 0.34
H 0.16431 0.55808 8.15982 -0.27 -0.54 -0.70 0.37
H 1.63726 -0.40237 7.87340 -0.19 -0.15 -0.83 0.37
C -2.17501 4.08597 -3.33130 -0.36 0.81 -0.99 -0.93
C -2.66076 5.02154 -4.50046 0.37 -0.51 -0.05 -0.75
C -1.50619 5.51967 -5.38282 0.75 1.06 -1.44 -0.76
N -1.84317 6.17146 -6.75331 -0.97 0.27 -0.39 0.51
C -2.78974 7.34799 -6.50941 0.81 -0.99 -0.29 -1.16
C -0.54267 6.67152 -7.46042 -0.60 -0.93 -1.76 -0.30
C -0.41523 5.73526 -8.67331 0.57 -0.87 -1.83 -0.28
C -1.84236 5.33925 -9.13517 0.76 1.16 1.80 -0.79
C -2.51807 5.25233 -7.75260 -1.01 -1.34 -1.05 0.22
H -1.44741 4.60019 -2.70338 0.16 -0.11 -0.10 0.53
H -1.75514 3.17969 -3.76773 0.22 -0.02 0.16 -0.14
H -3.01795 3.83659 -2.68681 -0.09 -0.02 -0.11 0.55
H -3.26104 5.83202 -4.08707 0.31 0.21 -0.04 0.48
H -3.35117 4.47717 -5.14474 -0.09 -0.25 0.01 0.27
H -0.74290 4.82750 -5.73832 -0.21 -0.82 0.73 0.19
H -0.93534 6.35024 -4.96765 -0.11 -0.15 0.73 0.53
H -2.23437 7.92682 -5.77143 -0.73 0.52 -0.10 0.34
H -3.74181 6.91869 -6.19737 0.18 0.33 0.46 0.41
H -2.97171 7.84473 -7.46243 0.27 0.24 0.20 0.53
H -0.76816 7.63923 -7.90851 0.09 0.27 0.77 0.48
H 0.34302 6.64796 -6.82553 -0.37 0.14 0.19 0.01
H -0.00870 6.09529 -9.61840 0.41 1.40 0.46 0.56
H 0.30191 4.91911 -8.58560 -0.47 -0.44 0.96 -0.08
H -2.25183 6.17515 -9.70235 -0.10 -0.04 -0.04 0.36
H -1.88478 4.45664 -9.77338 -0.07 -0.08 0.43 0.36
H -3.58158 5.47043 -7.84998 0.05 0.32 0.41 0.49
H -2.47721 4.20232 -7.46291 0.37 0.11 0.63 -0.61
C 1.15970 -4.34159 -1.30755 0.31 0.35 -0.96 -1.68
C 1.38693 -3.34881 -2.45975 -0.54 0.45 -0.15 1.83
C 2.83166 -3.39908 -2.91053 0.96 1.29 -0.35 -1.18
N 3.21865 -2.61493 -4.24687 -1.09 -0.06 0.16 0.41
C 4.55034 -3.13099 -4.86552 -1.32 -0.41 0.29 -0.70
C 4.82420 -2.46251 -6.18795 1.05 0.36 0.13 -0.72
C 3.77340 -2.75373 -7.22193 -1.02 -1.09 0.19 -0.91
C 2.35246 -2.37514 -6.71792 -0.07 0.06 0.43 -0.56
C 2.04424 -2.80194 -5.22575 1.56 0.01 -0.81 -0.61
C 3.36762 -1.11730 -3.90024 0.30 -1.65 1.19 -0.97
H 0.29053 -3.99832 -0.74648 0.23 -0.27 0.33 0.28
H 2.09285 -4.34951 -0.74429 -0.33 -0.06 0.59 0.56
H 0.99367 -5.35670 -1.66822 -0.06 0.02 0.01 0.47
H 1.15722 -2.35540 -2.07445 0.07 0.27 -0.04 -0.96
H 0.67838 -3.48213 -3.27723 0.05 -0.38 0.11 -0.01
H 3.16707 -4.43351 -2.83595 0.33 0.01 -1.09 0.70
H 3.42863 -2.84663 -2.18491 0.09 -0.20 0.23 0.18
H 4.42640 -4.19227 -5.08099 -0.42 -0.14 0.15 0.49
H 5.30176 -3.10853 -4.07624 0.11 0.60 -0.14 0.58
H 5.76402 -2.91919 -6.49826 0.16 0.16 -0.20 0.48
H 5.01527 -1.39147 -6.12116 0.03 0.08 0.23 0.24
H 3.76616 -3.82708 -7.41155 -0.03 -0.33 0.24 0.37
H 4.05939 -2.40208 -8.21321 -0.36 0.73 0.21 0.45
H 1.57504 -2.85145 -7.31528 0.11 -0.39 -0.07 0.56
H 2.11455 -1.32375 -6.87945 0.40 0.28 0.40 0.07
H 1.87852 -3.87448 -5.12428 -0.39 -0.01 -0.47 0.64
H 1.21728 -2.23336 -4.80037 0.00 -0.08 -0.19 0.13
H 2.68498 -0.90883 -3.07644 -0.48 0.07 -0.31 -0.32
H 3.23085 -0.41149 -4.71952 0.26 -0.31 -0.16 0.82
H 4.33749 -1.12497 -3.40286 0.29 0.74 -0.49 0.39
C -3.35987 3.28063 3.80292 -0.73 -0.50 0.32 -1.15
C -4.67106 2.86207 4.59711 2.05 -0.63 -0.74 -0.33
C -4.45718 1.50247 5.36116 -1.50 1.82 1.31 -0.24
N -5.74805 1.14095 6.21269 -0.20 -0.73 2.26 0.16
C -5.37860 0.23151 7.45989 -0.77 -1.89 -2.26 -0.71
C -4.90836 -1.16590 6.96642 0.55 0.63 -0.44 0.15
C -5.80099 -1.86332 5.93786 -1.67 0.39 1.28 -0.94
C -6.31093 -0.96108 4.82789 0.63 1.44 0.59 0.46
C -6.80151 0.49498 5.35161 1.00 -1.61 -0.37 -0.95
C -6.48215 2.30806 6.93186 2.22 1.23 -1.18 -1.02
H -3.51852 4.10023 3.10208 -0.49 0.01 0.14 0.49
H -3.15048 2.40807 3.18414 0.62 -0.02 -0.07 -0.04
H -2.49611 3.62133 4.37384 -0.01 -0.47 0.29 0.39
H -5.36747 2.79290 3.76144 -0.75 0.11 0.71 0.25
H -4.84926 3.60267 5.37676 -0.59 0.09 -0.50 0.43
H -3.70241 1.76128 6.10375 0.10 -0.38 0.18 0.18
H -4.16821 0.58362 4.85095 -0.19 0.43 -0.28 0.05
H -4.62728 0.68302 8.10778 -0.36 0.38 -0.20 0.41
H -6.34167 0.03377 7.93052 0.14 0.56 0.40 0.44
H -3.93786 -1.01612 6.49336 0.46 -0.14 0.13 -0.35
H -4.77159 -1.80417 7.83936 0.08 0.07 0.02 0.53
H -5.36104 -2.77926 5.54340 0.23 0.16 -0.05 0.38
H -6.71485 -2.18675 6.43620 0.03 -0.32 0.42 0.39
H -5.40949 -0.81197 4.23352 -0.33 0.35 -0.82 -0.62
H -7.05113 -1.53182 4.26712 -0.15 0.62 -0.15 0.48
H -6.93951 1.23602 4.56426 -0.24 -0.42 -0.29 0.53
H -7.69571 0.50008 5.97489 -0.09 -0.49 -0.22 0.48
H -7.16779 2.16758 7.76748 -0.11 -1.30 -0.44 0.38
H -6.94267 2.91063 6.14895 0.04 0.13 0.28 0.40
H -5.62928 2.81303 7.38542 -0.25 0.67 -0.05 0.47
C 1.05146 -5.29039 1.92860 -1.33 -0.50 1.82 -0.52
C 0.43965 -6.45607 2.76467 0.34 -0.81 0.61 -0.87
C -0.01616 -6.26747 4.22106 0.45 -0.37 1.14 -0.11
N -0.53285 -7.60411 4.94899 -0.59 0.50 -0.53 0.07
C -1.89352 -8.04225 4.29440 0.76 0.66 0.22 -0.91
C -3.02496 -7.02354 4.56118 0.45 -1.46 1.23 0.21
C -3.26319 -6.94828 6.10239 0.05 0.80 -1.08 -0.79
C -2.02338 -6.47313 6.83933 0.60 -0.49 -0.07 -0.42
C -0.79739 -7.35909 6.51880 -0.44 0.11 -0.99 -0.67
C 0.49895 -8.75538 4.78153 -0.04 1.72 0.88 -0.96
H 1.74717 -4.68958 2.51436 0.38 -0.27 -0.02 0.21
H 0.20461 -4.62714 1.75240 0.19 0.19 -0.96 -0.12
H 1.52513 -5.79755 1.08805 -0.21 0.69 -0.20 0.39
H 1.24407 -7.18966 2.81819 -0.19 -0.20 -0.19 0.45
H -0.40398 -6.90289 2.23860 0.21 0.02 -0.41 0.25
H -0.75265 -5.47969 4.37942 -0.40 -0.39 -0.18 0.00
H 0.82713 -5.92749 4.82221 0.20 -0.27 0.14 0.38
H -1.75478 -8.18199 3.22233 0.40 0.10 0.06 0.42
H -2.04576 -9.04512 4.69335 -0.47 0.18 0.22 0.56
H -2.79231 -6.04989 4.12994 0.03 0.04 0.02 -0.32
H -3.90348 -7.41812 4.05068 -0.07 0.08 0.03 0.44
H -4.05638 -6.22452 6.28977 -0.20 -0.24 0.14 0.37
H -3.55090 -7.91466 6.51644 -0.21 -0.05 -0.27 0.34
H -1.84130 -5.40249 6.74613 0.12 0.05 -0.30 0.19
H -2.22776 -6.64769 7.89567 0.27 0.13 0.17 0.42
H 0.13439 -7.02762 6.97706 0.03 0.12 -0.31 0.42
H -1.04642 -8.32321 6.96215 0.29 -0.34 -0.49 0.44
H 1.35526 -8.43483 5.37489 0.18 0.02 -0.11 0.43
H 0.81184 -8.81073 3.73888 -0.46 -0.52 0.27 0.34
H 0.15122 -9.66605 5.26926 -0.37 0.04 -0.54 0.42
C -2.79424 -3.12069 2.92314 -0.30 0.77 -0.19 -1.09
C -2.95524 -1.97896 1.85602 -0.79 -1.02 -0.19 -0.80
C -1.58996 -1.69707 1.23300 -0.35 0.83 0.03 -0.14
N -1.46143 -0.38938 0.40789 -0.44 -1.24 0.89 0.85
C 0.01454 -0.26916 0.05800 -0.17 0.69 -1.97 0.01
C 0.25498 0.84784 -1.04046 -0.32 -0.56 -0.15 0.97
C -0.59317 0.57246 -2.31500 0.39 -0.45 0.72 1.21
C -2.05407 0.43706 -1.91385 0.41 -0.22 -1.76 0.15
C -2.40948 -0.58370 -0.85527 0.55 2.19 1.25 -1.00
C -1.86677 0.81908 1.28212 0.39 -1.18 -0.72 -1.30
H -2.49700 -2.71562 3.89044 0.76 0.22 -0.14 0.13
H -2.08202 -3.84834 2.53408 0.09 -0.12 0.29 0.21
H -3.68784 -3.65117 3.25204 -0.39 0.04 -0.87 0.69
H -3.56040 -1.15396 2.23186 0.63 0.32 0.35 0.31
H -3.56697 -2.31037 1.01695 -0.27 -0.44 0.13 0.36
H -1.40347 -2.49182 0.51072 0.29 -0.05 0.13 0.29
H -0.82830 -1.72555 2.01221 0.26 0.37 -0.16 -0.36
H 0.30267 -1.22240 -0.38518 -0.16 -0.21 -0.09 -0.28
H 0.61624 -0.17360 0.96184 -0.36 0.53 0.18 0.04
H 1.30307 0.89519 -1.33604 0.21 -0.33 0.31 -0.90
H 0.05932 1.85091 -0.66143 -0.15 -0.01 0.25 0.34
H -0.25072 -0.30827 -2.85826 0.18 -0.55 0.31 -0.70
H -0.48681 1.33196 -3.08957 0.09 0.47 0.37 -0.35
H -2.58527 0.08096 -2.79652 -0.29 0.08 -0.15 -0.34
H -2.38448 1.46890 -1.79457 -0.53 -0.21 0.86 0.48
H -2.45771 -1.62622 -1.16982 0.64 0.10 0.01 0.10
H -3.41045 -0.28296 -0.54588 0.01 -0.42 0.50 0.49
H -2.95426 0.78198 1.34593 0.21 0.56 -0.11 0.58
H -1.39489 1.69861 0.84410 -0.56 0.16 0.07 0.58
H -1.42987 0.66548 2.26885 0.07 -0.02 -0.07 0.22
C 0.84329 2.07649 -7.52471 2.58 2.56 1.69 0.43
F 0.70571 0.79915 -7.43974 -0.70 -2.43 0.03 -0.15
F 1.53202 2.36170 -8.63142 -1.19 0.12 0.45 -0.24
F -0.36201 2.66321 -7.43464 -0.16 -0.12 -0.88 -0.11
S 1.84910 2.76943 -6.01022 1.32 2.01 -1.80 0.69
O 3.11476 2.02179 -5.93462 -1.89 -0.60 0.77 -0.62
O 2.14507 4.14716 -6.45226 -1.13 -1.14 0.71 -0.61
O 0.90548 2.73349 -4.86515 0.79 -0.77 -0.48 -0.11
C 2.81456 4.19474 2.50870 -3.39 1.10 -0.43 0.45
F 2.96301 4.25912 3.82715 0.54 0.35 -0.11 -0.23
F 2.92677 5.41881 1.92237 0.22 -1.58 0.92 -0.21
F 3.67173 3.35354 2.00534 1.52 -0.69 -0.63 -0.15
S 1.03187 3.48139 2.21413 -1.10 2.37 -0.23 1.14
O 0.15908 4.25529 3.07685 0.63 -0.39 0.10 -0.70
O 0.71331 3.71642 0.79432 0.97 -1.19 0.72 -0.54
O 1.13652 2.09080 2.66570 0.54 -0.93 -0.46 -0.74
```
Forces are in eV/Å.

Calculated values
**Strongest force on any atom**: 0.07799 Eh/bohr
**Electronic energy**: -151212.290 eV
**LUMO level**: -0.4400 hartree
**Total charge**: +7
**Orbital gap**: 8.337 eV